C22H40BNO44S9 as an isolated structure. Source: the OMol25 dataset; level of theory: ωB97M-V/def2-TZVPD.

Summary:
* energy relative to the best compared isomer or geometry (same formula, charge and spin): 0.000 eV
* LUMO energy: -0.03492 hartree
* calculated total energy: -7836.2092 Ha
* strongest force on any atom: 2.120 eV/A

XYZ file:
```
117
Properties=species:S:1:pos:R:3:forces:R:3
N -0.4075 -3.7886 -4.3115 -0.31 0.28 0.65
H -0.1028 -3.2981 -3.4517 0.12 -0.37 0.13
H -0.3702 -3.0446 -5.0098 -0.66 -0.31 0.03
H -1.3381 -4.1241 -4.0359 -0.02 -0.36 -0.55
H 0.2946 -4.4748 -4.5725 -0.32 -0.42 0.33
O -1.7743 2.9324 1.1980 0.09 0.39 0.03
C -1.0070 2.2107 0.6481 -0.14 -0.60 -0.21
O -1.1310 0.8845 0.5551 0.19 0.18 0.25
B 0.0372 0.3245 -0.1070 -0.01 0.08 -0.04
O 0.7677 1.4772 -0.6587 0.22 0.49 0.08
C 0.2595 2.5940 -0.1699 -0.24 0.36 0.11
O 0.6727 3.7061 -0.3633 0.06 -0.23 0.07
O 0.9330 -0.4455 0.7908 0.08 -0.11 -0.22
C 1.0168 -1.6817 0.3443 -0.73 -0.19 0.40
O 1.6170 -2.6073 0.8072 0.42 0.03 0.05
C 0.1117 -1.7869 -0.8894 -0.02 0.53 -0.68
O -0.3523 -0.5871 -1.1845 -0.19 -0.33 0.52
O -0.0820 -2.7686 -1.5426 0.11 -0.78 -0.28
C 1.3814 1.5370 -5.0601 0.18 1.12 0.61
C 0.8285 1.4965 -3.6353 -0.89 -0.01 -0.09
O 1.3740 0.2915 -3.0853 0.64 -0.33 0.23
S 1.8081 -0.7689 -4.1617 -0.31 0.93 -0.21
O 0.8327 -1.8106 -4.2182 0.42 1.03 -0.37
O 3.1507 -1.1585 -3.9988 0.53 0.06 0.23
O 1.6366 0.1875 -5.4205 -0.03 -0.66 -0.18
H 2.2958 2.1361 -5.0470 0.18 -0.36 -0.30
H 0.6962 1.9804 -5.7757 -0.10 -0.18 -0.02
H -0.2621 1.4460 -3.5921 0.04 -0.26 -0.12
H 1.1055 2.3250 -2.9882 0.36 -0.03 -0.17
C 0.9492 7.2917 -0.7748 0.21 0.21 -0.44
C 1.5808 6.4524 -1.8885 -0.38 -0.01 -0.92
O 0.6352 6.5254 -2.9975 -0.14 0.40 -0.05
S -0.8505 6.6625 -2.4498 0.85 -0.09 0.63
O -1.3496 5.3719 -2.1530 -0.32 -0.57 0.00
O -1.5995 7.5631 -3.2290 -0.11 0.29 -0.44
O -0.4427 7.3753 -1.0843 -0.30 0.01 0.17
H 1.3204 8.3140 -0.8258 0.10 -0.03 0.17
H 1.1123 6.8770 0.2166 -0.17 -0.11 0.00
H 1.7086 5.3917 -1.6935 0.18 0.11 0.48
H 2.4681 6.9370 -2.2830 0.23 -0.25 0.18
C 4.3151 1.5250 -1.8217 -0.30 0.67 0.47
C 3.8377 1.3221 -0.4031 -0.74 -1.20 -0.01
O 4.9912 0.8825 0.3396 0.40 0.79 0.14
S 6.1486 0.3976 -0.6414 -0.15 0.05 -0.22
O 6.4483 -0.9511 -0.3457 -0.12 -0.38 -0.09
O 7.1967 1.3443 -0.7327 0.01 0.39 0.21
O 5.2712 0.4880 -1.9810 0.21 -0.37 -0.21
H 4.7594 2.5143 -1.9627 0.21 -0.13 -0.06
H 3.4782 1.4029 -2.4992 0.17 -0.27 -0.25
H 3.1814 0.4484 -0.3689 -0.22 0.22 -0.16
H 3.2833 2.1493 0.0305 0.58 0.22 0.28
C -0.9927 -5.0218 2.7310 0.19 0.39 0.28
C -1.4522 -4.3987 1.4107 -0.34 -0.25 -0.67
O -1.9840 -3.0977 1.7075 0.27 0.53 0.58
S -1.6904 -2.6787 3.2320 0.47 -0.16 -0.19
O -2.8160 -2.0751 3.8309 -0.47 -0.15 -0.17
O -0.4466 -1.9886 3.3194 0.24 -0.24 -0.35
O -1.5250 -4.1693 3.7529 -0.45 0.12 0.34
H 0.0882 -5.0218 2.8684 0.04 -0.14 -0.30
H -1.4080 -6.0119 2.8857 0.04 -0.03 0.05
H -2.2796 -4.9381 0.9502 0.03 -0.13 0.13
H -0.6587 -4.3352 0.6669 0.10 0.21 0.16
C 4.1786 -1.3027 2.7656 -0.11 0.37 0.58
C 3.7005 -2.7104 3.1061 -0.08 -0.07 0.88
O 4.1344 -2.9596 4.4810 0.06 -0.04 -0.03
S 4.7659 -1.6682 5.1368 0.58 0.38 -0.79
O 6.1789 -1.7465 5.0173 0.31 -0.09 -0.09
O 4.1968 -1.3659 6.3868 -0.58 -0.06 0.51
O 4.2051 -0.6414 4.0509 -0.03 -0.11 0.23
H 3.4465 -0.7366 2.1995 0.07 -0.18 -0.31
H 5.1779 -1.2481 2.3377 -0.06 -0.15 -0.18
H 4.1478 -3.4892 2.4986 -0.18 0.01 -0.19
H 2.6202 -2.7642 3.1941 -0.07 -0.05 -0.59
C 2.3845 -5.7328 -0.6432 -0.33 -0.36 1.11
C 2.5603 -5.6386 -2.1403 0.48 0.67 -0.30
O 1.2184 -5.4532 -2.6029 -0.10 -0.20 -0.94
S 0.2467 -6.4413 -1.8137 1.09 0.21 0.77
O 0.3544 -7.7609 -2.3132 -0.09 -0.18 -0.27
O -0.9955 -5.7836 -1.7017 -0.58 0.07 -0.05
O 1.0657 -6.3382 -0.4578 -0.20 -0.25 -0.06
H 2.3151 -4.8088 -0.0704 0.23 0.32 -0.53
H 3.1034 -6.3851 -0.1514 0.03 -0.08 -0.19
H 3.0540 -6.4997 -2.5921 -0.43 -0.31 0.11
H 3.1183 -4.7716 -2.4898 -0.05 0.16 0.34
C -1.9576 6.0824 1.1816 0.20 -0.21 0.50
C -0.9165 5.8198 2.2651 0.80 0.60 -0.07
O -1.5789 5.1885 3.3384 -0.37 -0.20 0.22
S -3.1520 5.4981 3.3473 1.32 -1.21 -1.06
O -3.4072 6.4022 4.3884 -0.51 1.11 0.46
O -3.8401 4.2652 3.2893 -0.51 -0.54 0.25
O -3.2046 6.1441 1.9012 -0.26 0.44 0.12
H -1.9528 5.2727 0.4572 -0.38 0.08 -0.06
H -1.8054 7.0515 0.7290 -0.12 -0.01 -0.17
H -0.4681 6.7617 2.6041 -0.17 -0.05 0.17
H -0.0985 5.1748 1.9485 -0.20 -0.15 -0.18
C -4.3504 -0.9034 -2.5298 0.48 0.83 1.40
C -3.9877 -0.8747 -1.0540 -0.32 0.69 0.78
O -3.4695 -2.1797 -0.7889 0.40 -1.11 -0.49
S -3.9934 -3.2358 -1.8991 0.38 1.89 0.88
O -4.7361 -4.2563 -1.2955 -0.52 -0.71 0.27
O -2.9235 -3.5631 -2.7810 0.22 0.10 -0.36
O -4.9717 -2.1784 -2.5700 -0.42 -0.89 -1.27
H -3.4591 -0.8436 -3.1539 -0.14 -0.12 -0.26
H -5.0574 -0.1043 -2.7238 -0.21 -0.27 -0.44
H -4.8868 -0.7358 -0.4441 -0.09 -0.20 -0.18
H -3.2975 -0.1166 -0.6837 0.42 -0.22 -0.47
C -4.1904 1.1021 4.4128 -0.34 -0.71 0.19
C -4.5345 1.1199 2.9279 -0.33 0.98 -0.45
O -5.2150 -0.1097 2.6673 0.26 -0.67 -0.43
S -6.0650 -0.5374 3.9365 0.37 0.83 0.60
O -6.0725 -1.9346 4.1226 0.12 -0.45 -0.29
O -7.2932 0.1752 3.9148 -0.29 0.18 -0.03
O -5.0823 0.1202 5.0016 -0.32 -0.19 -0.13
H -4.4142 2.0376 4.9118 0.42 0.18 -0.11
H -3.1985 0.6937 4.5884 0.14 0.39 0.09
H -3.6782 1.2274 2.2656 0.17 -0.45 0.17
H -5.1907 1.9506 2.6562 -0.14 -0.07 0.30
```
Positions in Å, forces in eV/Å.

C18H3BrF4KN5O2 as an isolated structure. Source: the OMol25 dataset; level of theory: ωB97M-V/def2-TZVPD.

Summary:
* LUMO energy: -0.15136 hartree
* calculated total energy: -4685.3477 Ha
* strongest force on any atom: 0.204 eV/A

XYZ file:
```
34
Properties=species:S:1:pos:R:3:forces:R:3
K 2.4992 -0.9359 1.9685 0.15 -0.01 0.07
Br 4.5193 2.1150 0.6100 -0.02 0.00 -0.04
C 5.1090 1.7162 2.3883 -0.01 -0.03 0.03
C 6.0881 2.5019 2.9604 0.00 0.01 0.00
C 6.4628 2.1684 4.2558 0.00 0.02 -0.03
C 5.8527 1.1008 4.8873 -0.02 -0.04 0.02
C 4.8835 0.3688 4.2095 0.07 0.03 0.09
N 4.5222 0.6893 2.9595 -0.06 -0.05 -0.03
C 4.1915 -0.8321 4.9120 0.05 0.19 -0.05
O 4.4305 -0.9248 6.1138 0.00 -0.09 0.00
O 3.4700 -1.5450 4.1683 -0.11 -0.02 -0.09
H 6.5281 3.3281 2.4229 0.00 0.00 0.00
H 7.2249 2.7495 4.7595 0.00 -0.01 0.01
H 6.0890 0.8030 5.8982 0.00 0.00 0.00
F -4.5875 0.8045 -0.5683 0.00 0.03 0.01
C -4.1072 0.0939 -1.5752 0.06 0.01 0.08
C -4.8998 -0.1718 -2.6207 -0.07 -0.02 -0.07
F -6.1381 0.2899 -2.6172 0.01 0.00 0.01
C -4.4631 -0.9553 -3.7660 0.09 0.03 0.10
C -3.0885 -1.4246 -3.6760 -0.06 -0.03 -0.08
C -2.2992 -1.1582 -2.6293 0.09 0.00 0.07
F -1.0593 -1.6293 -2.6170 -0.03 0.00 -0.05
C -2.7339 -0.3716 -1.4903 -0.11 -0.04 -0.10
C -1.9241 -0.1000 -0.4356 0.05 0.02 0.09
C -0.5678 -0.5589 -0.3323 -0.02 -0.05 0.00
N 0.5142 -0.8888 -0.1411 0.03 0.03 0.06
C -2.3086 0.6776 0.7076 -0.04 0.11 -0.09
N -2.5232 1.3193 1.6353 0.00 -0.05 0.04
F -2.6087 -2.1481 -4.6721 0.02 -0.01 0.00
C -5.2671 -1.2288 -4.8229 -0.06 -0.03 -0.06
C -6.6265 -0.7799 -4.9317 -0.02 -0.01 0.03
N -7.7201 -0.4701 -5.0929 0.00 0.01 -0.01
C -4.8580 -2.0038 -5.9602 0.04 0.03 -0.02
N -4.6040 -2.5993 -6.9081 -0.01 -0.02 0.01
```
Positions in Å, forces in eV/Å.

C4H7LaO2 as an isolated structure. Source: the OMol25 dataset; level of theory: ωB97M-V/def2-TZVPD.

Summary:
* energy relative to the best compared isomer or geometry (same formula, charge and spin): 2.352 eV
* LUMO energy: -0.34865 hartree
* calculated total energy: -337.8633 Ha
* strongest force on any atom: 6.271 eV/A
* total charge: +2

XYZ file:
```
14
Properties=species:S:1:pos:R:3:forces:R:3
O 1.6077 -0.2952 1.7472 0.53 0.90 -0.69
C 2.1580 0.2148 0.7279 -0.05 -2.10 0.62
C 1.4320 0.5807 -0.4576 -3.61 -0.50 -0.58
H 1.7656 1.5611 -0.8253 -0.32 -0.29 -0.29
H 3.2586 0.1530 0.6717 -0.16 0.52 0.34
H 1.5561 -0.2156 -1.2128 0.57 0.37 0.07
La -0.6465 -0.1962 2.2812 -0.77 0.25 -1.42
C -0.5419 0.4938 -0.2204 1.68 4.18 4.11
C -1.6438 -0.3673 -0.5754 3.82 -1.62 -4.70
O -2.5019 -0.8052 0.4426 1.35 -0.20 2.33
H -0.5115 -0.8514 -1.0445 -3.36 -1.65 0.47
H -2.2106 -0.1754 -1.4834 0.03 0.20 0.12
H -0.7904 1.5552 -0.3413 0.53 0.20 0.08
H -2.9314 -1.6521 0.2899 -0.23 -0.25 -0.46
```
Positions in Å, forces in eV/Å.